(1)
Formula: C8H18O7P2S
Source: the OMol25 dataset
Level of theory: wB97M-V/def2-TZVPD

The geometry in XYZ format:
```
36
C8H18O7P2S, DFT wB97M-V/def2-TZVPD
C -2.64897 -4.62993 0.76190
C -1.95004 -4.03535 1.68985
C -0.89578 -2.99014 1.42852
O -0.73598 -2.70274 0.03365
P -1.63641 -1.46735 -0.47600
O -2.91803 -1.43646 0.19991
O -1.85348 -1.79081 -2.02646
O -0.80491 -0.09630 -0.40029
P -1.54921 1.18465 0.48380
C -1.81354 0.61394 2.22820
O -3.05950 1.47479 -0.10897
H -3.66454 -4.93275 0.99260
H -2.30297 -4.80704 -0.24883
H -2.15903 -4.27767 2.72729
H 0.05914 -3.38410 1.79228
H -1.13714 -2.11796 2.03404
H -0.95790 -1.89560 -2.39842
H -1.73916 1.52642 2.82051
H -2.75976 0.09590 2.38303
H -0.93692 0.01737 2.48706
H -3.66519 1.01515 0.50018
C 3.26394 1.20997 -1.35405
C 2.32998 1.92330 -2.34047
C 1.39878 2.82484 -1.52060
S 2.30690 3.26453 -0.03645
O 1.64255 2.68125 1.10127
O 2.65030 4.66210 -0.08529
C 3.76287 2.28997 -0.39919
H 4.09020 0.71550 -1.86384
H 2.70568 0.45109 -0.80031
H 2.92290 2.53193 -3.02693
H 1.76003 1.21501 -2.94106
H 1.13452 3.73185 -2.05856
H 0.49647 2.29753 -1.21660
H 4.17802 1.89346 0.52453
H 4.48617 2.94365 -0.88629
```

Summary:
E_tot ... -52335.5200 eV
Charge ... 0


(2)
Formula: C39H44AsN5O4S2Ta
Source: the OMol25 dataset
Level of theory: wB97M-V/def2-TZVPD

The geometry in XYZ format:
```
96
C39H44AsN5O4S2Ta, DFT wB97M-V/def2-TZVPD
Ta -0.67160 0.38453 0.19490
C -3.90572 0.61962 0.59403
C -3.73298 0.37949 -0.87458
N -2.41720 0.93190 -1.30480
C -2.47178 2.35748 -1.67744
C -2.08100 3.20347 -0.51485
C -2.40557 4.54201 -0.44999
C -1.98751 5.28165 0.64450
C -1.27697 4.64337 1.64709
C -0.98646 3.29937 1.51990
C -0.23224 2.58229 2.59200
N -0.38646 1.12288 2.45649
C -1.40480 0.54757 3.37063
C -2.75252 0.68181 2.71383
N -2.70229 0.11872 1.32743
N -1.36626 2.57604 0.44509
H -4.80887 0.13893 0.97210
H -3.99029 1.68553 0.80568
H -4.54275 0.84089 -1.44132
H -3.72856 -0.68468 -1.10203
H -2.19731 0.42712 -2.16066
H -3.46027 2.62993 -2.05078
H -1.77086 2.51782 -2.49917
H -2.98483 4.99332 -1.24432
H -2.22847 6.33364 0.72429
H -0.95961 5.17838 2.53224
H -0.57512 2.91957 3.57186
H 0.82450 2.83671 2.51458
H 0.50544 0.69689 2.68872
H -1.39537 1.06021 4.33422
H -1.16026 -0.49587 3.53661
H -3.03756 1.73044 2.62232
H -3.52967 0.18302 3.29354
H -2.78915 -0.89749 1.40269
S -1.35814 -1.72084 -0.76079
C -0.14760 -2.37039 -1.89210
C -0.03563 -3.74842 -2.00637
C 0.75814 -4.28386 -3.01112
C 1.41625 -3.45607 -3.90905
C 1.31268 -2.07768 -3.78691
C 0.55108 -1.53327 -2.75998
As 0.35419 0.35452 -2.50532
C 2.05316 1.22809 -2.62979
C 3.22906 0.52906 -2.89010
C 4.43140 1.21947 -2.97306
C 4.46385 2.59419 -2.78153
C 3.29495 3.28821 -2.49447
C 2.09048 2.60608 -2.41320
C -0.69349 0.87874 -4.03398
C -1.74419 0.04122 -4.41648
C -2.55630 0.39701 -5.48440
C -2.31125 1.57605 -6.17746
C -1.24926 2.39415 -5.81375
C -0.43811 2.05249 -4.74011
H -0.57452 -4.39630 -1.32820
H 0.84382 -5.35808 -3.10468
H 2.00544 -3.88167 -4.70975
H 1.80795 -1.43716 -4.50595
H 3.22116 -0.54365 -3.02556
H 5.34339 0.68115 -3.19534
H 5.40259 3.12703 -2.85461
H 3.32343 4.35821 -2.33791
H 1.18402 3.15181 -2.17190
H -1.90145 -0.91191 -3.91799
H -3.36008 -0.25821 -5.79290
H -2.93352 1.84540 -7.02038
H -1.04163 3.29334 -6.37849
H 0.40299 2.68286 -4.48260
C 0.52075 -5.24925 7.06826
C 0.67319 -4.46222 5.80158
C 0.87923 -5.11715 4.58763
C 1.04789 -4.41168 3.40906
C 0.98865 -3.02237 3.45252
C 0.78435 -2.33592 4.64996
C 0.63210 -3.06386 5.81332
S 1.22579 -2.17039 1.95888
O 0.08557 -1.21668 1.83118
O 1.44070 -3.06083 0.86647
N 2.55719 -1.22336 2.28884
C 3.55043 -0.91709 1.22864
C 3.32746 0.49147 0.66247
C 1.91466 0.57013 0.22476
O 1.33926 -0.46813 -0.21471
O 1.12539 1.56383 0.38770
H -0.20887 -6.04886 6.94161
H 0.20877 -4.62099 7.89939
H 1.46986 -5.71788 7.33475
H 0.91542 -6.19895 4.56649
H 1.21946 -4.92204 2.47143
H 0.76636 -1.25297 4.68024
H 0.48333 -2.54647 6.75239
H 2.98951 -1.58344 3.13227
H 3.49670 -1.66747 0.44023
H 4.53356 -0.97592 1.68811
H 3.97583 0.66965 -0.20081
H 3.52299 1.27071 1.39875
```

Summary:
ΔE to the lowest compared entry with this formula, charge and spin ... 0.860 eV
Charge ... +3


(3)
Formula: C7H10FNTi
Source: the OMol25 dataset
Level of theory: wB97M-V/def2-TZVPD

The geometry in XYZ format:
```
20
C7H10FNTi, DFT wB97M-V/def2-TZVPD
C -0.68249 0.64045 -1.39965
C 0.70580 0.67680 -1.07396
C 0.87318 1.45117 0.11843
C -0.41613 1.92718 0.54107
C -1.36525 1.53987 -0.48989
Ti -1.30547 -0.24111 0.71262
N -2.98647 0.28998 1.20767
C 1.08007 -2.26163 -0.19014
C 2.35016 -1.85610 -0.06769
H 1.83970 1.69573 0.56198
H 1.52402 0.18443 -1.63167
H -0.59468 2.63315 1.35567
H -2.38903 1.85306 -0.59562
H -1.11481 0.17635 -2.28151
H 2.89868 -1.43034 -0.90811
H 0.55575 -2.81073 0.59823
H -3.87674 0.59176 1.60908
H 2.87086 -1.97797 0.88270
H 0.51935 -2.14476 -1.12267
F -0.48648 -0.93729 2.17345
```

Summary:
ΔE to the lowest compared entry with this formula, charge and spin ... 2.366 eV
Charge ... 0


(4)
Formula: C22H20N7ReS2
Source: the OMol25 dataset
Level of theory: wB97M-V/def2-TZVPD

The geometry in XYZ format:
```
52
C22H20N7ReS2, DFT wB97M-V/def2-TZVPD
Re -0.28064 -0.98607 -0.60618
N -1.01233 -4.23471 2.20797
C -0.91032 -3.06825 1.58079
S -0.68336 -3.18164 -0.19924
N -0.98370 -1.94166 2.21257
N -0.89178 -0.84836 1.36757
C -1.36445 0.30224 1.81096
C -1.98661 0.51253 3.10219
C -3.18509 1.24774 3.15489
C -3.81926 1.44786 4.36489
C -3.23998 0.96506 5.53385
C -2.04088 0.26108 5.49432
C -1.42614 0.00574 4.28491
C -1.22693 1.41869 0.84348
C -1.48507 2.73651 1.15772
C -1.35880 3.70965 0.16692
C -0.96683 3.33725 -1.10516
C -0.67881 2.00514 -1.34954
N -0.79066 1.06852 -0.39926
H -0.98362 -5.11041 1.71253
H -1.21031 -4.25032 3.19830
H -3.64651 1.61332 2.24573
H -4.75843 1.98175 4.40078
H -3.72932 1.13651 6.48349
H -1.59494 -0.09979 6.41062
H -0.50679 -0.56013 4.25700
H -1.77900 3.00636 2.16115
H -1.56952 4.74560 0.39788
H -0.86801 4.06055 -1.90209
H -0.34918 1.66643 -2.32219
C -0.02316 -0.74219 -5.92611
N 1.05312 -0.51587 -4.94316
C 2.30882 -0.02167 -5.23863
C 3.00356 0.03637 -4.09048
N 2.16461 -0.43916 -3.07267
C 0.96661 -0.75218 -3.63519
S -0.49113 -1.33451 -2.92147
C 2.62455 -0.63123 -1.74245
C 3.98317 -0.81247 -1.54863
C 4.49837 -0.86148 -0.26508
C 3.63629 -0.72408 0.81294
C 2.29330 -0.60928 0.55844
N 1.76507 -0.58140 -0.70040
H 0.38435 -0.53937 -6.91138
H -0.85063 -0.06712 -5.72008
H -0.34660 -1.77887 -5.87060
H 2.58991 0.25507 -6.24070
H 3.99560 0.40246 -3.90374
H 4.64081 -0.93344 -2.39541
H 5.56056 -1.00707 -0.11656
H 3.98880 -0.73371 1.83439
H 1.58133 -0.55597 1.37016
```

Summary:
E_tot ... -57344.7613 eV
Charge ... +3
Expectation value of S² ... 3.779
Spin multiplicity ... 4